Entry 1:
Formula: C33H88CuF2NO37S13
Source: OMol25
Level of theory: wB97M-V/def2-TZVPD

```
! wB97M-V def2-TZVPD RIJCOSX def2/J DEFGRID3
* xyz 1 2
Cu -1.72527 -3.62011 -3.06950
N -0.33251 -1.25840 -0.33631
S 0.78709 -0.23861 -0.33143
O 1.97768 -0.32304 0.58102
O 0.35461 1.08329 -0.81038
F 1.42549 -0.85902 -1.69169
S -0.89672 -0.83467 1.25460
O -0.93400 0.57501 1.64407
O -0.57217 -1.74054 2.31861
F -2.37931 -1.22607 0.96781
O -2.43667 6.61317 0.70793
S -1.86131 7.85603 1.09905
O -2.50271 9.18733 0.89580
O -1.40026 7.79174 2.73912
C -1.15571 6.48409 3.24988
C -0.64727 6.54226 4.65716
C -0.06312 7.92789 0.52196
H -0.38981 5.97992 2.66054
H -2.09501 5.94576 3.12328
H -1.39281 7.08201 5.24105
H 0.26156 7.13318 4.77087
H -0.52721 5.55879 5.11156
H -0.09940 8.17196 -0.53974
H 0.38010 6.98178 0.83266
H 0.30438 8.74350 1.14471
O 5.58818 -1.25958 7.36119
S 4.27169 -0.61360 7.29859
O 3.78761 0.24416 8.40494
O 4.22550 0.24196 5.87074
C 3.59120 1.49450 5.82967
C 4.36115 2.52546 5.08046
C 2.92665 -1.94305 6.95779
H 3.35477 1.85282 6.83158
H 2.60712 1.33883 5.38758
H 4.44862 2.30437 4.01670
H 5.38490 2.58594 5.44973
H 3.82389 3.47247 5.13177
H 3.43233 -2.78932 6.49278
H 2.05867 -1.61821 6.38405
H 2.54275 -2.15242 7.95623
O 6.27981 6.09656 -0.29391
S 7.67956 5.79169 -0.37340
O 8.51578 5.70925 0.84411
O 7.82914 4.37849 -1.21253
C 8.81548 3.43345 -0.83313
C 8.29869 2.28800 -1.70419
C 8.52921 6.83269 -1.59521
H 8.81197 3.13711 0.21580
H 9.84863 3.67493 -1.08292
H 7.28842 2.02929 -1.38710
H 9.03124 1.48137 -1.67584
H 8.19145 2.60270 -2.74224
H 8.96085 7.75851 -1.21491
H 7.93346 6.93496 -2.50225
H 9.40980 6.28313 -1.92784
O -2.87944 -0.10516 7.78221
S -4.09631 0.52824 8.24544
O -4.22234 1.99795 8.10332
O -5.45704 -0.25815 7.63995
C -5.44993 -1.67924 7.53819
C -6.12063 -2.11565 6.22539
C -4.27437 0.03276 10.04533
H -5.87258 -2.18119 8.40854
H -4.39900 -1.95851 7.46309
H -5.98470 -3.18697 6.07751
H -5.75164 -1.58147 5.34983
H -7.18806 -1.90211 6.16960
H -3.63893 -0.84839 10.13407
H -5.28647 -0.14500 10.40885
H -3.84078 0.85324 10.61711
O -12.02742 3.62616 5.73939
S -11.46883 3.07466 4.51254
O -11.95936 3.38935 3.20530
O -9.85911 3.43484 4.53005
C -9.06965 3.48022 3.28549
C -7.67611 2.94399 3.41228
C -11.15515 1.27396 4.71100
H -9.12605 4.50459 2.91727
H -9.57797 2.92009 2.50064
H -7.55376 1.86297 3.47960
H -7.31970 3.34402 4.36151
H -6.94865 3.25529 2.66261
H -10.76184 1.06322 5.70549
H -10.37041 0.99087 4.00948
H -12.05514 0.71458 4.45565
O 1.74621 -7.16348 -1.52936
S 2.89637 -7.91418 -1.03311
O 3.34578 -7.89902 0.34289
O 2.55236 -9.45737 -1.45016
C 3.51377 -10.43824 -1.13166
C 2.77388 -11.71591 -0.72608
C 4.34020 -7.65773 -2.19004
H 4.25033 -10.17902 -0.37115
H 4.01855 -10.64767 -2.07474
H 3.48248 -12.53527 -0.84704
H 1.90178 -11.90464 -1.35211
H 2.32582 -11.62315 0.26323
H 4.45855 -6.61743 -2.49315
H 4.31377 -8.30927 -3.06347
H 5.15972 -8.01134 -1.56439
O -3.45210 -6.86640 -0.93401
S -3.94940 -7.94078 -0.08039
O -5.15607 -7.74592 0.69780
O -3.98362 -9.38587 -0.89236
C -2.82370 -9.82525 -1.63378
C -3.34833 -10.82242 -2.81135
C -2.64436 -8.37824 1.07652
H -2.05638 -10.34083 -1.05628
H -2.61698 -8.89113 -2.15606
H -3.80204 -11.69454 -2.34054
H -2.46239 -11.08582 -3.38913
H -4.03204 -10.30926 -3.48761
H -1.72315 -8.58557 0.53201
H -2.89146 -9.33607 1.53434
H -2.43619 -7.56414 1.77079
O -1.30999 1.62009 -7.41721
S -1.11464 0.22514 -7.76546
O -1.25032 -0.82602 -6.76583
O -1.98201 -0.15918 -9.13068
C -3.27277 0.26699 -9.22285
C -3.82572 -0.32131 -10.44396
C 0.56322 -0.05036 -8.66390
H -3.35264 1.35268 -9.27752
H -3.82074 -0.02272 -8.32625
H -4.75981 0.20571 -10.63842
H -3.85327 -1.40620 -10.34219
H -3.30690 -0.02683 -11.35622
H 0.58550 -1.08959 -8.99190
H 1.42987 0.30737 -8.10798
H 0.48105 0.55386 -9.56737
O -7.21480 1.01283 -2.42600
S -6.49836 0.92517 -3.69862
O -5.49137 -0.14300 -3.83236
O -7.52002 0.84791 -5.02733
C -8.50480 1.85107 -5.06062
C -9.17703 2.13814 -6.39220
C -5.70177 2.56932 -3.95910
H -8.18008 2.76052 -4.55511
H -9.28471 1.47991 -4.39573
H -9.55760 1.26341 -6.91954
H -8.52039 2.62973 -7.11001
H -10.15032 2.58036 -6.17948
H -4.78058 2.53318 -3.37756
H -6.28676 3.34432 -3.46385
H -5.49609 2.74773 -5.01455
O 4.53666 7.73579 -10.03505
S 3.32979 7.13212 -9.47209
O 2.97760 5.70277 -9.85441
O 3.36526 7.17286 -7.79528
C 2.54926 6.28475 -7.03093
C 3.44698 5.38377 -6.12614
C 1.90246 8.22108 -9.97530
H 1.88452 5.65190 -7.61891
H 1.83662 6.95774 -6.55415
H 4.17422 6.13817 -5.82599
H 3.90786 4.63408 -6.76930
H 2.84537 4.98734 -5.30821
H 2.06294 8.33876 -11.04698
H 1.95368 9.09869 -9.33088
H 1.02796 7.58114 -9.85768
O 10.83492 -2.42130 2.58066
S 9.81090 -3.42273 2.89778
O 9.46364 -4.54239 1.97012
O 10.32658 -4.10366 4.31688
C 11.13709 -3.30936 5.22533
C 11.20852 -4.08130 6.55231
C 8.19887 -2.64227 3.62744
H 10.73083 -2.32287 5.44867
H 12.14928 -3.17464 4.84400
H 10.16409 -4.27354 6.79792
H 11.66430 -3.48910 7.34583
H 11.69573 -5.02785 6.31833
H 7.45827 -2.56415 2.83150
H 8.49226 -1.62806 3.89838
H 7.79921 -3.34484 4.35872
*
```

Output
- F_max: 10.18 eV Å⁻¹
- Frontier orbital gap (spin up / spin down): 5.16 / 3.54 eV
- Energy above the lowest of the compared OMol25 structures with the same formula, charge and spin: 0.0 kJ/mol
- ⟨S²⟩: 0.764



Entry 2:
Formula: C23H52ClO16P4S3
Source: OMol25
Level of theory: wB97M-V/def2-TZVPD

```
! wB97M-V def2-TZVPD RIJCOSX def2/J DEFGRID3
* xyz -1 1
C -1.60530 2.73122 -0.95877
C -1.88410 1.73347 0.14525
O -2.88317 1.06632 0.17411
O -0.90221 1.61482 1.12134
C -0.18015 0.41229 0.89290
O -0.09987 0.00944 -0.22770
C 0.35078 -0.20499 2.14997
P 2.00323 -1.16481 1.99855
C 3.55506 -2.30213 1.83946
O 1.24545 -2.27805 0.91889
P 1.18130 -2.44573 3.72697
S 2.45973 -3.54051 4.75376
O 2.63493 -0.09397 0.80997
C 3.24360 1.02904 1.37970
S 2.24685 2.57120 1.50744
C 3.79993 0.55113 2.75760
C 4.32108 1.60384 3.72830
C 5.30328 2.56709 3.03784
C 6.60639 1.86520 2.59903
C 6.68465 1.57367 1.10389
S 6.83455 3.02045 0.08032
O 5.86488 4.02579 0.36293
O 8.17767 3.49668 0.18147
Cl 6.40156 2.29067 -1.78853
O 2.82640 -0.29534 3.27048
H -2.39227 3.48111 -0.95347
H -0.63099 3.17163 -0.75564
H -1.56907 2.17696 -1.89280
H 0.50819 0.60531 2.86031
H -0.40844 -0.86823 2.56562
H 4.02878 -2.07171 0.87809
H 3.24604 -3.34282 1.78612
H 4.27402 -2.16854 2.64482
H 1.79908 -2.36766 0.13990
H 0.13544 -3.23266 3.19061
H 0.52827 -1.52068 4.58333
H 3.95543 1.30401 0.59936
H 1.39937 2.38619 2.53252
H 4.72583 0.01985 2.46121
H 4.91272 1.05995 4.47466
H 3.53084 2.11016 4.28192
H 5.56143 3.33393 3.77011
H 4.77110 3.05509 2.22681
H 7.50994 2.36530 2.94553
H 6.62098 0.88173 3.07752
H 7.59403 0.99648 0.92125
H 5.87030 0.93672 0.76701
O -7.19095 -3.77795 1.37527
P -6.59580 -2.88537 2.40143
O -5.05263 -2.65081 1.97676
C -4.76949 -2.02599 0.72062
C -5.14395 -0.55743 0.71676
O -6.39896 -3.88277 3.67555
C -6.95229 -5.19462 3.68875
C -5.95129 -6.21427 3.18369
O -6.69819 -1.60363 3.43510
C -7.80990 -0.70089 3.33086
C -9.14747 -1.41585 3.35964
H -5.28167 -2.55831 -0.08574
H -3.69775 -2.13284 0.55650
H -6.23665 -0.43990 0.71353
H -4.75506 -0.06434 -0.16601
H -4.75650 -0.05523 1.60039
H -7.87939 -5.23291 3.11686
H -7.20857 -5.41739 4.72707
H -5.55198 -5.92989 2.21065
H -6.41221 -7.20041 3.10034
H -5.10421 -6.28239 3.86769
H -7.71374 -0.10301 2.41993
H -7.73618 -0.01663 4.17560
H -9.28170 -2.03966 2.46940
H -9.96640 -0.69652 3.38864
H -9.21662 -2.06850 4.23060
O 2.45124 1.60088 -6.76731
P 1.48403 1.56167 -5.64271
O 0.12417 0.89112 -6.24079
C 0.17408 -0.43709 -6.74994
C 0.35790 -1.46573 -5.64775
O 1.00188 3.11318 -5.52276
C 1.65867 4.15555 -6.23680
C 0.98252 4.41623 -7.56812
O 1.11998 1.32321 -4.06321
C 2.11540 0.74565 -3.18926
C 3.43907 1.48393 -3.25152
H 0.96875 -0.52368 -7.49680
H -0.77510 -0.60839 -7.25813
H 1.37131 -1.41767 -5.23749
H 0.20443 -2.47491 -6.03190
H -0.34010 -1.28761 -4.83012
H 2.71703 3.93200 -6.36755
H 1.59665 5.05023 -5.61402
H 0.88299 3.49934 -8.14872
H 1.54814 5.14355 -8.15346
H -0.02507 4.80445 -7.40978
H 2.25185 -0.31071 -3.43596
H 1.71026 0.78983 -2.17854
H 3.91112 1.37326 -4.23596
H 4.12498 1.08965 -2.50617
H 3.29585 2.55066 -3.07509
*
```

Output
- F_max: 6.23 eV Å⁻¹
- Frontier orbital gap: 6.51 eV